Entry 1:
{
  "formula": "C8H8O3",
  "method": "ωB97M-V/def2-TZVPD",
  "lumo_energy_ha": 0.00786,
  "de_lowest_kcal_mol": 64.69,
  "energy_ev": -14565.9433,
  "smiles": "COc1ccc(O)c(C=O)c1",
  "species": ["C", "O", "C", "C", "C", "C", "O", "C", "C", "O", "C", "H", "H", "H", "H", "H", "H", "H", "H"],
  "coordinates": [[-3.65510, -0.72609, 0.24902], [-2.54965, -0.74807, -0.67554], [-1.22786, -0.47845, -0.18004], [-0.91132, -0.73759, 1.12719], [0.35861, -0.61076, 1.63238], [1.24719, 0.07618, 0.92229], [2.56872, 0.33190, 1.46619], [0.92474, 0.50914, -0.39625], [1.95307, 1.22834, -1.17673], [2.12660, 1.08641, -2.37047], [-0.24658, 0.17370, -0.96390], [-3.91058, 0.29034, 0.48048], [-3.49650, -1.36997, 1.12989], [-4.50415, -1.00060, -0.27313], [-1.76387, -1.06110, 1.76792], [0.50691, -0.66448, 2.79289], [2.79720, -0.42857, 1.99875], [2.68655, 1.79206, -0.50249], [-0.13749, 0.47368, -2.03956]],
  "forces_ev_per_a": [[2.06, 0.38, 0.40], [1.58, 0.33, 0.36], [-1.77, 0.48, -0.96], [-2.27, -1.18, 0.46], [-0.93, 0.45, 4.16], [3.52, 1.28, -0.93], [-2.02, 0.18, -1.33], [2.02, -0.25, 1.95], [1.68, -0.32, 0.24], [-0.45, 0.55, 0.83], [-1.01, -0.21, -1.63], [0.43, 0.74, 0.85], [-0.25, 0.36, -0.39], [-1.44, -1.33, -1.29], [1.18, 0.08, -0.37], [-0.10, -0.45, -2.37], [0.01, -0.22, 0.24], [-0.70, -0.24, -1.01], [-1.54, -0.60, 0.79]],
  "mulliken_charge": [-0.75, -0.44, 0.63, -0.15, -0.78, 0.65, -0.55, 0.36, -0.19, -0.49, -0.55, 0.34, 0.31, 0.29, 0.09, 0.24, 0.30, 0.29, 0.39]
}


Entry 2:
{
  "formula": "C8H10N3O4",
  "method": "ωB97M-V/def2-TZVPD",
  "lumo_energy_ha": [0.11956, 0.11954],
  "charge": -1,
  "energy_ev": -21114.3677,
  "species": ["C", "C", "C", "C", "C", "C", "C", "C", "N", "N", "N", "O", "O", "O", "O", "H", "H", "H", "H", "H", "H", "H", "H", "H", "H"],
  "coordinates": [[-0.13674, -0.54995, -1.92708], [0.34727, -0.91670, 0.25296], [0.61675, -1.32624, -1.13714], [-1.33574, 0.13463, 2.44531], [1.66830, -2.22080, -1.67847], [1.10913, 1.58789, 1.46228], [-2.02498, 1.98339, 0.64705], [-1.21199, 0.78080, 0.98687], [-0.96555, 0.26171, -1.30287], [1.72602, 0.90756, 0.56747], [-0.68651, 0.09121, 0.02380], [-1.48394, 0.89854, 3.38442], [-1.28746, -1.06480, 2.43856], [1.58626, -0.45737, 0.84987], [-2.13404, 2.74073, 1.77225], [-0.24505, -0.47447, -2.99453], [0.16847, -1.71816, 0.96694], [2.61898, -1.87234, -1.64364], [1.50818, -3.15600, -1.16737], [1.60034, -2.37457, -2.75553], [0.96157, 2.59388, 1.49966], [0.77286, 1.31222, 2.40709], [-3.01500, 1.82614, 0.33713], [-1.51585, 2.51413, -0.09394], [-1.77826, 2.28739, 2.57249]],
  "forces_ev_per_a": [[0.37, -0.72, -0.70], [1.30, -1.85, -1.08], [0.30, 0.11, -1.93], [0.57, 0.54, -1.96], [-2.75, -1.16, -0.07], [1.35, -1.65, -0.36], [0.86, -1.13, 1.30], [-1.00, -0.70, 0.13], [-1.36, 2.41, 2.19], [-0.19, 1.26, 0.35], [-0.85, -0.61, 0.15], [-0.13, 1.92, 1.68], [-0.08, -2.71, 0.16], [0.18, 1.20, 0.84], [-0.12, 2.60, 1.83], [0.48, -0.48, -0.38], [-1.07, 0.21, -0.26], [3.15, 1.06, 1.15], [0.77, -0.83, -0.01], [-0.85, -0.16, -0.12], [0.35, 3.23, -1.43], [-0.47, -1.97, 1.46], [-1.42, -1.04, -1.11], [0.88, 0.87, -1.66], [-0.26, -0.39, -0.16]],
  "mulliken_charge": [-0.28, 0.19, 0.11, 1.04, -1.52, -0.34, -0.56, 0.06, -1.30, -0.64, 0.75, -0.75, -0.69, -0.19, -0.64, 0.43, 0.36, 0.31, 0.34, 0.37, 0.44, 0.37, 0.35, 0.37, 0.39]
}


Entry 3:
{
  "formula": "CH7FN3P",
  "method": "ωB97M-V/def2-TZVPD",
  "lumo_energy_ha": 0.01105,
  "de_lowest_kcal_mol": 39.19,
  "energy_ev": -17626.3869,
  "smiles": "[H]/N=P(=N\\[H])/NC.F",
  "species": ["H", "N", "P", "N", "H", "N", "C", "H", "H", "H", "H", "F", "H"],
  "coordinates": [[-1.72333, -3.02972, 0.30433], [-1.34212, -2.25737, 0.82585], [-0.55806, -1.12981, 0.16076], [0.76120, -0.79562, -0.62931], [1.21891, -1.51320, -1.10923], [-1.10410, 0.30936, 0.68798], [-0.29873, 1.42503, 0.46222], [-1.95354, 0.40718, 1.11809], [-0.30893, 2.04432, 1.40487], [0.67261, 0.93315, 0.16703], [-0.75901, 2.15098, -0.24835], [2.75775, -0.15387, -2.35275], [2.19106, 0.15916, -1.66702]],
  "forces_ev_per_a": [[0.32, -0.33, 0.09], [-0.36, -0.13, -0.60], [0.68, 0.86, 0.11], [-2.04, 0.14, 0.98], [0.76, -1.58, -0.61], [1.43, -2.17, -1.31], [0.79, 2.71, 0.76], [-2.29, -0.12, 1.23], [0.77, -0.66, -0.65], [-0.75, 2.05, 0.33], [0.68, -0.75, -0.24], [-0.12, 0.34, 0.31], [0.12, -0.36, -0.40]],
  "mulliken_charge": [0.24, -0.61, 0.50, -0.65, 0.28, -0.13, -0.60, 0.19, 0.24, 0.29, 0.23, -0.46, 0.47]
}


Entry 4:
{
  "formula": "C3H8S2Si",
  "method": "ωB97M-V/def2-TZVPD",
  "lumo_energy_ha": -0.00554,
  "de_lowest_kcal_mol": 0.00,
  "energy_ev": -32788.2041,
  "smiles": "[SiH3]SCCC=S",
  "species": ["Si", "S", "C", "C", "C", "S", "H", "H", "H", "H", "H", "H", "H", "H"],
  "coordinates": [[-0.31337, 1.68163, 1.27497], [-0.00309, -0.41618, 1.60839], [0.77743, -0.94886, 0.04077], [-0.17809, -0.88302, -1.14304], [-1.46341, -1.57349, -0.86254], [-2.88765, -1.13399, -1.48354], [-0.73470, 2.15573, 2.57829], [0.96607, 2.21811, 0.82037], [-1.33209, 1.85990, 0.24686], [1.09506, -1.97418, 0.22713], [1.65770, -0.33083, -0.13391], [0.29613, -1.38357, -1.99512], [-0.36679, 0.15033, -1.43806], [-1.40676, -2.42134, -0.19034]],
  "forces_ev_per_a": [[0.18, -1.00, -0.17], [0.02, -0.02, 0.17], [-0.09, 0.26, 0.16], [0.40, 0.05, 0.07], [-0.72, 0.33, -0.33], [0.29, -0.17, 0.18], [-0.12, 0.33, 0.33], [0.23, 0.34, -0.07], [-0.26, 0.25, -0.21], [0.07, 0.01, -0.02], [0.05, -0.13, -0.05], [-0.02, 0.03, -0.08], [-0.05, -0.06, -0.06], [0.02, -0.23, 0.08]],
  "mulliken_charge": [0.53, -0.20, -0.83, -0.35, -0.19, -0.23, -0.15, -0.11, -0.11, 0.38, 0.38, 0.33, 0.26, 0.30]
}


Entry 5:
{
  "formula": "C3H4N4",
  "method": "ωB97M-V/def2-TZVPD",
  "lumo_energy_ha": 0.01305,
  "de_lowest_kcal_mol": 91.60,
  "energy_ev": -9132.8855,
  "species": ["N", "C", "C", "N", "C", "N", "N", "H", "H", "H", "H"],
  "coordinates": [[-1.55190, 0.27607, -1.55301], [-1.03899, 0.30395, -0.33066], [-0.23031, -0.86428, -0.07675], [0.40618, -0.92965, 1.05425], [0.87498, -1.00374, 2.15465], [1.89024, 1.84520, 1.06018], [1.40848, 2.11045, 0.10509], [-1.40385, -0.46248, -2.24272], [-2.13191, 1.04095, -1.86587], [-0.06587, -1.70713, -0.75754], [1.84294, -0.60934, 2.45239]],
  "forces_ev_per_a": [[-0.03, 0.12, 0.05], [-0.05, -0.34, -0.30], [0.03, 0.08, 0.06], [0.21, -0.05, 0.61], [-0.24, 0.07, -0.69], [-0.81, 0.50, -1.64], [0.91, -0.39, 1.63], [0.04, 0.07, 0.15], [0.08, -0.14, 0.09], [-0.05, 0.14, 0.07], [-0.09, -0.06, -0.03]],
  "mulliken_charge": [-0.22, -0.65, 0.01, 0.08, -0.15, 0.02, -0.04, 0.20, 0.23, 0.28, 0.25]
}


Entry 6:
{
  "formula": "C6H13N3",
  "method": "ωB97M-V/def2-TZVPD",
  "lumo_energy_ha": [-0.34344, -0.34346],
  "de_lowest_kcal_mol": 100.60,
  "charge": 2,
  "energy_ev": -10881.8591,
  "species": ["C", "C", "C", "C", "C", "C", "N", "N", "N", "H", "H", "H", "H", "H", "H", "H", "H", "H", "H", "H", "H", "H"],
  "coordinates": [[0.89905, -1.48083, 0.19961], [-1.27074, -0.09865, 0.04592], [2.34092, 0.48014, -0.53380], [-1.56700, 0.00908, -1.39044], [-2.31951, 0.31060, 0.96141], [0.62931, 1.35831, 0.72953], [2.06604, -0.91283, -0.12051], [-0.35957, -1.12832, 0.41428], [1.87827, 1.36313, 0.45586], [1.01767, -2.54595, 0.25544], [3.32670, 0.61093, -0.81906], [1.71286, 0.60769, -1.44341], [-2.02545, 0.94879, -1.80831], [-2.21882, -0.83113, -1.53973], [-0.75005, -0.11380, -2.16139], [-3.36231, -0.21280, 0.81173], [-2.58714, 1.34258, 0.88394], [-2.02485, 0.07204, 1.99897], [0.33462, 1.99829, 1.58914], [2.80332, -1.69093, -0.29490], [-1.03592, -1.93593, 0.70963], [2.51259, 1.84962, 1.05609]],
  "forces_ev_per_a": [[0.85, -0.36, -0.92], [2.19, 2.16, -1.20], [-2.56, -1.51, -1.84], [1.48, 1.62, -2.32], [-1.37, -1.82, 1.98], [-2.36, 0.45, 0.36], [0.16, -2.06, -0.05], [-2.63, -2.07, 0.90], [-0.91, 0.21, 0.88], [0.01, -0.44, 0.51], [2.07, 0.10, -0.15], [0.52, 0.31, 0.47], [-0.18, -0.86, 1.26], [-0.82, -0.55, -0.33], [-0.28, -0.36, 1.35], [1.98, 0.55, -0.21], [0.10, 0.81, -0.30], [-0.24, 0.30, -0.33], [0.31, -0.28, -0.47], [-1.33, 2.13, 0.48], [2.15, 1.15, -0.37], [0.86, 0.54, 0.30]],
  "mulliken_charge": [0.12, 0.71, -0.45, -1.23, -1.35, -0.32, -0.21, -0.11, 0.03, 0.40, 0.45, 0.29, 0.38, 0.41, 0.32, 0.41, 0.41, 0.41, 0.29, 0.34, 0.39, 0.30]
}


| no. | largest force on an atom (eV/A) |
| --- | --- |
| 1 | 4.3 |
| 2 | 3.5 |
| 3 | 2.9 |
| 4 | 1.0 |
| 5 | 1.9 |
| 6 | 3.5 |